(1)
Density functional theory data (the ωB97M-V functional and the def2-TZVPD basis) for a gas-phase ion, C2HBrFOS2 (charge -1) in a non-equilibrium geometry.

Each line ends with the Löwdin spin population.
Cartesian coordinates (Å):
C  0.20  0.97  0.84  0.3695
C  -0.29  0.26  -0.09  0.2297
O  0.70  1.81  1.50  0.2977
F  0.79  1.25  -2.15  0.1089
S  -2.04  -0.44  0.01  0.1819
S  1.07  -0.24  -1.17  0.6231
Br  1.62  -2.20  -0.12  0.1781
H  -2.06  -1.42  1.18  0.0111

Properties
* multiplicity: 3
* charge: -1
* HOMO (alpha / beta): -1.342 / -4.637 eV
* E: -98565.175 eV
* energy above the lowest of the compared OMol25 structures with the same formula, charge and spin: 60.6 kJ/mol
* <S²>: 2.01
* F_max: 3.021 eV Å⁻¹

---

(2)
Density functional theory data (the ωB97M-V functional and the def2-TZVPD basis) for a molecular structure, C70H87Cl3N3O3P3RbSi4Te.

Each line ends with the Löwdin charge.
Cartesian coordinates (Å):
Rb  0.22  -0.10  0.37  0.4874
O  2.92  0.70  2.98  -0.0132
C  3.07  1.17  1.85  -0.6514
O  2.16  1.41  1.00  -0.3347
C  4.46  1.44  1.31  -0.1298
C  5.51  1.66  2.18  -0.0206
C  6.79  1.89  1.68  -0.0833
C  7.00  1.87  0.31  -0.0879
C  5.95  1.62  -0.56  -0.0941
C  4.66  1.42  -0.08  -0.2621
P  3.19  1.11  -1.18  1.0934
C  4.13  0.82  -2.77  -0.3895
C  4.75  -0.43  -2.85  -0.1338
C  5.46  -0.81  -3.98  -0.0871
C  5.55  0.05  -5.07  -0.0984
C  4.92  1.28  -5.01  -0.0941
C  4.22  1.66  -3.87  -0.0997
C  2.61  2.83  -1.46  -0.3472
C  3.49  3.90  -1.66  -0.0931
C  3.02  5.18  -1.91  -0.0827
C  1.65  5.41  -1.97  -0.0918
C  0.76  4.37  -1.75  -0.0801
C  1.24  3.10  -1.48  -0.1006
H  5.32  1.63  3.24  0.1122
H  7.61  2.08  2.36  0.0971
H  7.99  2.04  -0.09  0.0976
H  6.14  1.59  -1.62  0.0979
H  4.68  -1.11  -2.01  0.1065
H  5.94  -1.78  -4.01  0.1021
H  6.08  -0.24  -5.96  0.0945
H  4.97  1.96  -5.85  0.1004
H  3.74  2.64  -3.85  0.0922
H  4.56  3.73  -1.61  0.1043
H  3.72  5.99  -2.06  0.0995
H  1.28  6.41  -2.17  0.0979
H  -0.31  4.55  -1.76  0.1064
H  0.53  2.32  -1.23  0.0699
C  -0.94  1.22  8.80  -0.0421
C  0.52  1.47  8.41  -0.5187
C  1.09  2.49  9.41  -0.0504
C  1.29  0.16  8.54  -0.0412
C  0.60  2.06  6.95  -0.4199
O  -0.16  3.26  6.96  -0.0080
C  2.06  2.41  6.59  -0.1024
C  2.34  3.09  5.24  -0.1184
C  1.72  4.44  4.99  -0.2124
C  1.81  5.47  5.92  -0.0342
C  1.27  6.72  5.66  -0.1081
C  0.63  6.94  4.45  -0.6724
Cl  -0.06  8.51  4.12  0.6206
C  0.53  5.93  3.51  -0.0981
C  1.08  4.69  3.79  -0.0210
C  0.02  1.00  5.97  -0.0254
N  -0.52  1.52  4.73  -0.0817
C  -0.16  1.26  3.47  -0.1917
N  -0.98  1.86  2.62  0.0788
C  -1.84  2.49  3.44  -0.2160
N  -1.62  2.31  4.72  0.1060
H  -0.99  0.98  9.87  0.0823
H  -1.40  0.38  8.27  0.0657
H  -1.55  2.11  8.62  0.0912
H  0.81  2.19  10.42  0.0806
H  0.68  3.48  9.22  0.0891
H  2.17  2.54  9.37  0.0752
H  1.17  -0.24  9.55  0.0869
H  2.36  0.29  8.37  0.0789
H  0.93  -0.61  7.85  0.0840
H  -0.90  3.20  6.33  0.0728
H  2.64  1.49  6.59  0.1185
H  2.47  3.03  7.39  0.1006
H  2.09  2.42  4.42  0.0802
H  3.42  3.20  5.18  0.1269
H  2.29  5.30  6.87  0.1148
H  1.33  7.52  6.39  0.0992
H  0.03  6.12  2.56  0.1039
H  1.01  3.90  3.05  0.1104
H  -0.78  0.44  6.43  0.1039
H  0.81  0.30  5.68  0.1462
H  0.72  0.67  3.22  0.0948
H  -2.67  3.09  3.08  0.1115
Cl  -2.27  0.28  -1.29  0.4604
C  -3.76  -0.68  -1.05  -0.9934
Cl  -3.90  -1.96  -2.25  0.5909
H  -4.59  0.01  -1.17  0.0164
H  -3.68  -1.12  -0.06  -0.0794
C  -5.62  0.85  1.38  -0.2156
Si  -5.80  -0.04  3.03  0.3324
C  -7.65  -0.38  3.29  -0.2190
C  -5.29  1.15  4.40  -0.2141
Si  -4.61  -2.05  3.13  -0.1063
Te  -2.33  -2.13  2.26  0.2303
Si  -5.95  -3.65  2.07  0.3186
C  -6.68  -2.99  0.46  -0.2124
C  -7.39  -4.20  3.16  -0.2199
C  -4.93  -5.16  1.63  -0.2324
Si  -4.45  -2.56  5.41  0.3063
C  -6.04  -2.34  6.40  -0.2173
C  -3.91  -4.36  5.58  -0.2256
C  -3.13  -1.47  6.18  -0.2363
H  -6.26  1.73  1.36  0.0309
H  -5.90  0.20  0.55  0.0035
H  -4.59  1.17  1.23  0.0251
H  -8.19  0.56  3.36  0.0267
H  -7.82  -0.94  4.22  0.0136
H  -8.07  -0.97  2.48  0.0083
H  -5.77  2.12  4.26  0.0308
H  -4.21  1.29  4.42  -0.0029
H  -5.58  0.76  5.38  0.0144
H  -7.31  -2.11  0.62  0.0081
H  -7.29  -3.76  -0.02  0.0279
H  -5.89  -2.71  -0.24  -0.0107
H  -8.03  -3.37  3.43  0.0101
H  -7.02  -4.65  4.09  0.0109
H  -8.00  -4.95  2.65  0.0239
H  -4.09  -4.88  0.99  0.0075
H  -5.54  -5.90  1.12  0.0239
H  -4.50  -5.62  2.52  0.0193
H  -6.86  -2.93  5.98  0.0108
H  -6.36  -1.29  6.41  0.0093
H  -5.89  -2.65  7.43  0.0240
H  -4.69  -5.04  5.24  0.0125
H  -3.68  -4.60  6.62  0.0231
H  -3.02  -4.54  4.98  0.0193
H  -3.43  -0.42  6.20  0.0162
H  -2.21  -1.54  5.60  -0.0009
H  -2.91  -1.79  7.21  0.0267
C  1.67  -0.86  -4.97  -0.5091
P  0.29  -0.66  -3.73  1.0388
C  -0.72  -2.17  -3.98  -0.4187
C  -1.66  -2.39  -4.99  -0.1405
C  -2.34  -3.60  -5.06  -0.0910
C  -2.09  -4.60  -4.13  -0.0925
C  -1.16  -4.39  -3.12  -0.0824
C  -0.49  -3.17  -3.05  -0.1159
C  -0.67  0.72  -4.46  -0.4008
C  -2.04  0.71  -4.66  -0.1274
C  -2.70  1.82  -5.15  -0.0759
C  -2.00  2.99  -5.43  -0.0928
C  -0.63  3.03  -5.19  -0.0865
C  0.02  1.91  -4.70  -0.1366
P  1.48  -2.03  -6.38  1.0397
C  3.01  -1.66  -7.34  -0.3736
C  3.36  -0.39  -7.78  -0.0998
C  4.51  -0.20  -8.54  -0.0961
C  5.32  -1.27  -8.86  -0.1004
C  4.98  -2.54  -8.42  -0.0937
C  3.83  -2.73  -7.67  -0.1122
C  0.26  -1.23  -7.50  -0.3853
C  -0.01  0.13  -7.56  -0.0970
C  -0.96  0.63  -8.44  -0.0745
C  -1.64  -0.24  -9.29  -0.0909
C  -1.37  -1.60  -9.26  -0.0919
C  -0.43  -2.09  -8.36  -0.1190
H  2.50  -1.29  -4.40  0.0272
H  2.02  0.13  -5.28  0.0238
H  -1.87  -1.62  -5.72  0.0923
H  -3.07  -3.75  -5.84  0.1047
H  -2.63  -5.53  -4.18  0.1016
H  -0.97  -5.15  -2.38  0.1067
H  0.21  -3.00  -2.24  0.0967
H  -2.62  -0.18  -4.43  0.0702
H  -3.77  1.79  -5.31  0.1045
H  -2.51  3.86  -5.82  0.0984
H  -0.07  3.94  -5.36  0.1044
H  1.09  1.98  -4.49  0.0944
H  2.74  0.46  -7.54  0.0974
H  4.76  0.80  -8.88  0.1026
H  6.22  -1.12  -9.45  0.0984
H  5.61  -3.39  -8.67  0.0981
H  3.57  -3.73  -7.33  0.0902
H  0.49  0.82  -6.89  0.0795
H  -1.18  1.69  -8.45  0.1019
H  -2.39  0.15  -9.98  0.0979
H  -1.89  -2.28  -9.91  0.0982
H  -0.24  -3.15  -8.31  0.0960

Properties
* charge: -1
* HOMO: -4.245 eV
* E: -189517.101 eV
* energy above the lowest of the compared OMol25 structures with the same formula, charge and spin: 0.0 kJ/mol
* F_max: 0.717 eV Å⁻¹

---

(3)
Density functional theory data (the ωB97M-V functional and the def2-TZVPD basis) for a molecular structure, C32H39N7O3PbS in a non-equilibrium geometry.

Each line ends with the Löwdin charge.
Cartesian coordinates (Å):
Pb  -0.75  -0.77  -0.29  1.6687
C  0.01  3.68  -0.46  0.0223
C  -0.12  2.21  -0.09  -0.4823
N  -0.78  1.40  -1.04  -0.0912
C  -2.04  1.86  -1.59  -0.1875
C  -3.23  0.91  -1.26  -0.1791
N  -3.01  0.35  0.06  -0.1499
C  -3.95  -0.61  0.60  -0.1775
C  -3.43  -1.00  1.98  -0.1626
N  -2.04  -1.44  1.91  -0.1137
C  -1.81  -2.89  1.93  -0.1870
C  -0.32  -3.15  2.14  -0.1639
N  0.44  -2.11  1.48  -0.0068
C  1.58  -1.69  1.85  -0.2537
C  2.40  -2.22  2.97  0.0266
C  2.10  -0.57  1.03  -0.2203
C  3.34  -0.64  0.52  0.0831
C  3.83  0.27  -0.54  -0.0975
C  2.35  1.87  -0.73  -0.0485
C  1.21  1.48  0.11  -0.1612
N  1.11  0.38  0.76  0.0745
H  -0.91  4.20  -0.21  0.1011
H  0.82  4.15  0.11  0.0952
H  0.20  3.79  -1.52  0.1068
H  -2.29  2.86  -1.22  0.1203
H  -1.95  1.89  -2.68  0.1278
H  -4.15  1.50  -1.31  0.1373
H  -3.30  0.10  -1.99  0.1191
H  -2.87  1.11  0.72  0.1215
H  -4.96  -0.20  0.71  0.1406
H  -4.00  -1.47  -0.08  0.1254
H  -3.47  -0.11  2.61  0.1363
H  -4.08  -1.77  2.42  0.1355
H  -1.51  -1.00  2.66  0.1238
H  -2.37  -3.37  2.74  0.1356
H  -2.16  -3.31  0.99  0.1175
H  -0.10  -3.18  3.21  0.1244
H  -0.06  -4.13  1.72  0.1441
H  3.09  -2.99  2.61  0.1148
H  2.99  -1.43  3.42  0.1050
H  1.78  -2.69  3.74  0.0852
H  3.99  -1.44  0.84  0.1404
H  4.77  -0.06  -0.97  0.1679
H  2.17  2.77  -1.30  0.1582
C  6.09  4.82  -0.61  -0.0492
C  5.58  3.59  0.15  -0.5450
C  6.78  2.77  0.66  -0.0244
C  4.76  4.09  1.35  -0.0421
C  4.76  2.67  -0.76  -0.1253
C  4.96  2.63  -2.09  -0.0072
C  4.28  1.84  -3.10  -0.0567
C  3.27  0.97  -2.91  -0.4276
S  2.42  0.11  -4.17  1.1300
C  1.39  -0.64  -2.95  -0.4979
N  1.64  -0.35  -1.74  0.0749
C  2.71  0.59  -1.58  -0.3379
C  3.76  1.76  -0.09  -0.1040
C  0.28  -1.53  -3.29  -0.2313
C  0.15  -2.02  -4.59  -0.0115
C  -0.87  -2.90  -4.92  -0.0269
C  -1.78  -3.30  -3.96  -0.0362
C  -1.69  -2.80  -2.66  -0.1142
C  -0.68  -1.92  -2.36  -0.1497
H  6.54  5.52  0.09  0.0916
H  5.27  5.33  -1.13  0.0972
H  6.86  4.56  -1.34  0.0848
H  7.39  3.41  1.31  0.0972
H  7.39  2.42  -0.16  0.0929
H  6.45  1.91  1.25  0.0852
H  5.32  4.88  1.85  0.0933
H  4.58  3.32  2.10  0.0785
H  3.80  4.51  1.04  0.0917
H  5.70  3.30  -2.50  0.1107
H  4.61  2.00  -4.12  0.1197
H  3.76  1.88  0.99  0.1369
H  0.87  -1.72  -5.34  0.1044
H  -0.95  -3.28  -5.93  0.1271
H  -2.58  -4.00  -4.20  0.1244
H  -2.43  -3.11  -1.93  0.0990
O  0.75  2.92  2.42  0.1450
N  -0.25  2.26  2.41  -0.4015
O  -0.85  1.75  3.32  0.1359
O  -0.92  2.13  1.19  -0.0076

Properties
* charge: +2
* HOMO: -12.650 eV
* E: -66452.248 eV
* F_max: 1.212 eV Å⁻¹

---

(4)
Density functional theory data (the ωB97M-V functional and the def2-TZVPD basis) for a molecular structure, C42H34N5O7SV in a non-equilibrium geometry.

Each line ends with the Löwdin charge.
Cartesian coordinates (Å):
V  0.57  0.65  -1.15  1.0410
S  4.45  2.50  -2.23  1.2215
C  4.70  0.78  -2.21  -0.4286
C  5.91  0.10  -2.37  -0.0538
C  5.87  -1.28  -2.37  -0.0461
C  4.66  -1.96  -2.22  -0.0420
C  3.47  -1.28  -2.06  -0.0152
C  3.49  0.11  -2.05  -0.2556
N  2.40  1.02  -1.91  -0.0149
C  2.79  2.27  -2.02  -0.5171
C  1.74  3.27  -1.95  -0.2315
C  1.96  4.63  -2.15  -0.0110
C  0.89  5.50  -2.16  -0.0329
C  -0.39  5.00  -1.95  -0.0359
C  -0.61  3.64  -1.72  -0.0824
C  0.45  2.74  -1.72  -0.0709
H  6.84  0.63  -2.50  0.1250
H  6.79  -1.84  -2.51  0.1229
H  4.65  -3.05  -2.24  0.1200
H  2.54  -1.83  -1.95  0.0962
H  2.97  4.99  -2.32  0.1189
H  1.04  6.56  -2.34  0.1248
H  -1.24  5.67  -1.95  0.1225
H  -1.62  3.33  -1.53  0.1036
C  -3.53  -2.44  1.71  -0.0288
O  -2.44  -1.59  2.11  -0.1135
C  -2.45  -1.13  3.38  -0.2390
C  -3.37  -1.51  4.35  0.0092
C  -3.29  -0.99  5.63  -0.0400
C  -2.29  -0.08  5.97  -0.0564
C  -1.39  0.32  5.00  -0.0048
C  -1.47  -0.19  3.71  -0.1428
N  -0.49  0.23  2.75  0.2082
C  -0.73  0.55  1.49  -0.3318
N  -1.94  0.63  1.02  0.2028
C  -2.31  0.81  -0.33  -0.1121
C  -1.43  0.99  -1.40  -0.1365
C  -1.97  1.14  -2.68  -0.1039
C  -3.34  1.10  -2.88  -0.0248
C  -4.20  0.91  -1.80  0.0282
C  -3.69  0.78  -0.54  -0.2313
O  -4.45  0.54  0.57  -0.1110
C  -5.57  1.43  0.78  -0.0072
N  0.31  0.85  0.64  -0.0200
C  1.68  0.89  1.11  -0.2101
C  2.43  -0.29  0.97  -0.0475
C  3.73  -0.39  1.37  -0.0513
C  4.32  0.74  1.95  -0.0177
C  3.60  1.90  2.14  0.0353
C  2.26  2.01  1.75  -0.2209
O  1.69  3.16  2.12  -0.0264
C  0.42  3.64  1.67  0.0057
H  -3.37  -2.65  0.66  0.0970
H  -4.48  -1.94  1.84  0.0983
H  -3.52  -3.37  2.28  0.1051
H  -4.15  -2.22  4.11  0.1170
H  -4.01  -1.31  6.37  0.1225
H  -2.22  0.32  6.97  0.1193
H  -0.61  1.04  5.23  0.1259
H  0.46  0.31  3.06  0.1652
H  -2.71  0.42  1.64  0.1514
H  -1.32  1.29  -3.53  0.1264
H  -3.74  1.19  -3.88  0.1283
H  -5.27  0.86  -1.96  0.1297
H  -6.14  1.01  1.60  0.0998
H  -6.19  1.48  -0.11  0.0877
H  -5.22  2.42  1.04  0.1036
H  1.93  -1.16  0.54  0.1122
H  4.28  -1.31  1.24  0.1245
H  5.36  0.70  2.27  0.1272
H  4.04  2.76  2.62  0.1397
H  0.26  4.57  2.20  0.1118
H  -0.39  2.97  1.90  0.0830
H  0.45  3.84  0.60  0.0699
O  -0.97  -1.62  -3.74  0.2338
C  -0.35  -1.78  -2.76  -0.3866
O  0.33  -0.68  -2.14  -0.1770
C  -0.10  -3.04  -2.05  -0.1356
C  -0.07  -3.09  -0.66  -0.0193
C  0.13  -4.30  -0.01  -0.0265
C  0.34  -5.46  -0.76  0.0347
C  0.32  -5.37  -2.14  -0.1025
C  0.09  -4.19  -2.81  0.0844
N  0.57  -6.60  -2.94  -0.3381
O  0.66  -7.65  -2.34  0.1085
O  0.75  -6.45  -4.14  0.1058
H  -0.24  -2.20  -0.07  0.1018
H  0.12  -4.35  1.07  0.1205
H  0.51  -6.42  -0.29  0.1332
H  0.07  -4.17  -3.89  0.1469

Properties
* charge: +2
* HOMO: -13.743 eV
* E: -102394.542 eV
* energy above the lowest of the compared OMol25 structures with the same formula, charge and spin: 112.1 kJ/mol
* F_max: 2.542 eV Å⁻¹